<P>
DFT (wB97M-V/def2-TZVPD) results for 2 unconnected molecules or ions with the total composition C7H12.

Each line ends with the Mulliken charge.
Geometry (Å):
1 C 0.80 1.96 -1.63  -1.077
2 C 0.24 0.57 -1.59  -0.250
3 C -0.20 -1.59 -0.44  -0.796
4 C 0.05 -2.05 0.79  -0.307
5 C 0.34 -0.92 1.76  -0.609
6 C -0.05 0.34 0.96  -0.584
7 C -0.04 -0.12 -0.49  0.607
8 H 1.70 1.96 -2.26  0.296
9 H 0.11 2.70 -2.06  0.268
10 H 1.09 2.30 -0.64  0.278
11 H 0.17 0.05 -2.55  0.328
12 H -0.39 -2.19 -1.33  0.366
13 H -2.79 -1.02 0.32  -0.056
14 H 0.11 -3.09 1.06  0.421
15 H -0.22 -1.02 2.70  0.297
16 H 1.40 -0.91 2.02  0.282
17 H 0.59 1.20 1.16  0.273
18 H -1.08 0.63 1.22  0.207
19 H -2.92 -0.43 -0.11  0.054

As for the SMILES: C/C=C1/C=CCC1.[H][H]. The lowest unoccupied orbital energy is 0.0414 hartree. The total charge is 0.

---

<Q>
DFT (wB97M-V/def2-TZVPD) results for C7H12 in the gas phase.

Each line ends with the Mulliken charge.
Geometry (Å):
1 C -1.79 -0.82 0.16  -1.634
2 C -0.83 0.36 0.07  0.328
3 C -0.14 0.73 1.41  -0.826
4 C 1.15 1.36 0.96  -0.350
5 C 0.88 -1.22 -1.11  -1.430
6 C 1.40 1.10 -0.32  -0.635
7 C 0.35 0.21 -0.94  0.290
8 H -1.29 -1.73 0.52  0.361
9 H -2.61 -0.60 0.86  0.423
10 H -2.24 -1.05 -0.81  0.342
11 H -1.39 1.24 -0.24  0.276
12 H -0.77 1.39 2.02  0.374
13 H 0.05 -0.16 2.02  0.291
14 H 1.80 1.93 1.63  0.405
15 H 0.14 -1.88 -1.56  0.321
16 H 1.18 -1.64 -0.14  0.325
17 H 1.77 -1.22 -1.75  0.411
18 H 2.29 1.42 -0.86  0.395
19 H 0.04 0.58 -1.93  0.333

As for the SMILES: C[C@@H]1C=CC[C@@H]1C. The lowest unoccupied orbital energy is 0.0424 hartree. The total charge is 0.

---

<R>
DFT (wB97M-V/def2-TZVPD) results for C7H12 in the gas phase.

Each line ends with the Mulliken charge.
Geometry (Å):
1 C 0.54 0.06 3.17  -1.208
2 C 0.76 0.70 1.81  -0.297
3 C 0.64 -0.35 0.70  -0.400
4 C 0.93 0.18 -0.68  -0.720
5 C 0.11 -0.06 -1.78  0.126
6 C -0.55 -0.82 -2.61  -0.279
7 C -1.83 -0.54 -3.30  -0.795
8 H -0.45 -0.41 3.23  0.316
9 H 1.28 -0.73 3.34  0.316
10 H 0.62 0.78 3.99  0.344
11 H 0.03 1.50 1.65  0.294
12 H 1.75 1.18 1.77  0.298
13 H -0.37 -0.75 0.69  0.344
14 H 1.33 -1.18 0.94  0.286
15 H 0.01 1.12 -1.74  0.180
16 H 1.80 0.82 -0.80  0.381
17 H -2.58 -1.12 -2.75  0.235
18 H -1.87 -0.89 -4.34  0.290
19 H -2.14 0.52 -3.27  0.288

The lowest unoccupied orbital energy (spin up / spin down) is -0.0069 / 0.0081 hartree. The total charge is 0.

---

<S>
DFT (wB97M-V/def2-TZVPD) results for C7H12 in the gas phase.

Each line ends with the Mulliken charge.
Geometry (Å):
1 C -1.88 -0.04 0.72  -1.268
2 C -1.33 -0.57 -0.60  0.166
3 C -0.11 -0.04 -1.31  -0.052
4 C 0.87 1.18 -0.74  -0.595
5 C 1.05 0.92 0.67  -0.503
6 C 1.48 -0.42 0.99  -0.922
7 C -0.05 -1.33 -0.69  -0.774
8 H -2.37 0.94 0.61  0.267
9 H -2.64 -0.75 1.08  0.374
10 H -1.13 0.03 1.51  0.222
11 H -2.15 -0.84 -1.28  0.354
12 H -0.14 0.11 -2.39  0.356
13 H 1.77 0.95 -1.32  0.294
14 H 0.49 2.17 -0.99  0.351
15 H 2.30 0.41 1.35  0.326
16 H 0.53 1.50 1.43  0.432
17 H 1.13 -0.93 1.88  0.351
18 H 2.06 -0.99 0.27  0.372
19 H 0.12 -2.28 -1.20  0.248

The lowest unoccupied orbital energy (spin up / spin down) is 0.0118 / 0.0299 hartree. The total charge is 0.

---

<Q> ends up most stable, edging out the next structure by 34.0 kcal/mol.

---

<P>
DFT (wB97M-V/def2-TZVPD) results for 3 unconnected molecules or ions with the total composition C7H12.

Each line ends with the Mulliken charge.
Geometry (Å):
1 C 1.48 -1.48 -1.55  -1.201
2 C 0.71 -0.64 -0.59  0.671
3 C -0.28 0.48 -0.89  -0.877
4 C -0.75 0.31 0.57  1.062
5 C -0.97 1.43 1.55  -0.755
6 C -2.12 0.54 1.13  -0.585
7 C 0.17 -0.87 0.65  -1.286
8 H 2.00 -0.91 -2.32  0.320
9 H 0.75 -2.12 -2.04  0.334
10 H 2.21 -2.13 -1.06  0.345
11 H 2.34 0.62 -0.41  0.172
12 H 0.09 1.46 -1.19  0.303
13 H -1.00 0.11 -1.62  0.251
14 H -0.96 2.45 1.17  0.237
15 H -0.58 1.32 2.56  0.240
16 H -2.88 0.96 0.47  0.235
17 H -2.50 -0.17 1.86  0.232
18 H 0.45 -1.53 1.48  0.402
19 H 1.82 0.17 0.23  -0.098

The lowest unoccupied orbital energy is 0.0398 hartree. The total charge is 0.

---

<Q>
DFT (wB97M-V/def2-TZVPD) results for 2 unconnected molecules or ions with the total composition C7H12.

Each line ends with the Mulliken charge.
Geometry (Å):
1 C 1.31 0.51 2.55  -0.927
2 C 1.55 -0.56 1.64  -0.398
3 C 0.48 -0.27 0.45  -0.712
4 C 0.59 -1.38 -0.67  -0.531
5 C -0.38 -0.96 -1.63  -0.056
6 C -1.26 -0.22 -2.11  0.526
7 C -2.20 0.60 -2.60  -1.291
8 H 1.79 1.47 2.43  0.327
9 H -1.46 2.06 0.07  0.158
10 H 0.54 0.43 3.31  0.330
11 H 2.53 -0.55 1.16  0.311
12 H 1.31 -1.56 2.02  0.310
13 H 0.69 0.71 0.01  0.417
14 H -0.53 -0.27 0.86  0.435
15 H 1.61 -1.39 -1.06  0.314
16 H 0.37 -2.36 -0.22  0.317
17 H -1.74 1.82 -0.59  -0.163
18 H -3.25 0.46 -2.37  0.314
19 H -1.93 1.44 -3.24  0.318

The lowest unoccupied orbital energy (spin up / spin down) is -0.0143 / 0.0176 hartree. The total charge is 0.

---

<R>
DFT (wB97M-V/def2-TZVPD) results for C7H12 in the gas phase.

Each line ends with the Mulliken charge.
Geometry (Å):
1 C -0.71 -1.95 -0.64  -1.443
2 C -1.47 -0.65 -0.42  0.747
3 C -2.76 -0.72 -0.05  -0.859
4 C -0.76 0.70 -0.61  -0.718
5 C 0.70 0.65 -0.36  -0.194
6 C 1.28 1.05 0.78  -0.194
7 C 2.77 1.25 1.03  -1.091
8 H -0.03 -2.05 -1.48  0.325
9 H -1.35 -2.82 -0.65  0.384
10 H -0.07 -2.06 0.24  0.333
11 H -3.19 -1.57 0.47  0.310
12 H -3.43 0.04 -0.46  0.262
13 H -0.98 1.02 -1.64  0.293
14 H -1.22 1.39 0.10  0.338
15 H 1.23 0.11 -1.14  0.350
16 H 0.69 1.71 1.39  0.238
17 H 2.79 1.58 2.07  0.317
18 H 3.34 0.32 0.97  0.297
19 H 3.17 2.03 0.41  0.303

As for the SMILES: C=C(C)C/C=C/C. The lowest unoccupied orbital energy is 0.0402 hartree. The total charge is 0.

---

<S>
DFT (wB97M-V/def2-TZVPD) results for C7H12 in the gas phase.

Each line ends with the Mulliken charge.
Geometry (Å):
1 C -2.32 -0.81 0.19  -1.249
2 C -1.21 0.06 -0.39  -0.524
3 C -0.09 0.31 0.61  -0.064
4 C 0.82 -0.86 1.07  -0.612
5 C 2.03 0.07 1.10  -0.662
6 C 1.74 0.76 -1.23  -1.332
7 C 1.23 1.01 0.21  0.338
8 H -3.12 -0.99 -0.54  0.369
9 H -2.76 -0.34 1.08  0.325
10 H -1.92 -1.79 0.50  0.303
11 H -0.81 -0.41 -1.30  0.327
12 H -1.63 1.03 -0.71  0.308
13 H -0.51 0.80 1.49  0.339
14 H 0.98 -1.59 0.26  0.311
15 H 0.62 -1.43 1.98  0.383
16 H 1.95 -0.31 -1.41  0.306
17 H 2.67 1.30 -1.38  0.397
18 H 1.00 1.09 -1.96  0.300
19 H 1.33 2.09 0.43  0.438

The lowest unoccupied orbital energy is 0.0031 hartree. The total charge is 0.

---

<R> ends up most stable, edging out the next structure by 46.5 kcal/mol.

---

<P>
DFT (wB97M-V/def2-TZVPD) results for a gas-phase ion, C8H10N3O2 (charge +1).

Each line ends with the Mulliken charge.
Geometry (Å):
1 C 3.03 0.79 -2.23  -0.859
2 C 2.35 1.67 -1.41  0.061
3 C 2.45 -0.51 -2.27  0.063
4 C 0.40 -1.14 -0.91  -0.286
5 C -0.28 -0.28 0.02  0.135
6 C -1.52 -0.45 0.86  0.614
7 C 0.21 1.86 1.13  -0.874
8 C -3.19 -2.08 1.24  -0.609
9 N 1.32 1.05 -0.84  -0.250
10 N 1.42 -0.57 -1.47  0.149
11 N 0.39 0.89 0.13  0.110
12 O -1.92 0.29 1.68  -0.576
13 O -2.11 -1.60 0.44  -0.290
14 H 3.86 1.03 -2.82  0.449
15 H 2.58 2.72 -1.21  0.451
16 H 2.79 -1.50 -2.81  0.385
17 H 0.23 -2.24 -1.10  0.438
18 H -0.69 1.63 1.69  0.371
19 H 0.93 1.69 1.92  0.379
20 H 0.15 2.82 0.70  0.350
21 H -2.89 -3.25 1.36  0.215
22 H -4.27 -2.14 0.79  0.244
23 H -3.19 -1.44 2.15  0.331

As for the SMILES: COC(=O)c1c[n+]2cccn2n1C. The lowest unoccupied orbital energy is -0.1606 hartree. The total charge is +1.

---

<Q>
DFT (wB97M-V/def2-TZVPD) results for a gas-phase ion, C8H10N3O2 (charge +1).

Each line ends with the Mulliken charge.
Geometry (Å):
1 C 1.19 -1.59 -0.64  -0.582
2 C -0.03 -1.36 -1.40  0.625
3 C 1.25 -0.66 0.28  0.422
4 C -2.23 1.66 -0.70  0.835
5 C -0.20 1.31 0.79  0.838
6 C -0.76 -2.30 -2.25  -1.208
7 C 2.21 -0.31 1.32  -1.421
8 C -1.93 3.28 0.94  -0.983
9 N -0.63 -0.30 -0.99  -0.968
10 N 0.10 0.25 0.07  0.563
11 N -1.49 2.08 0.23  0.037
12 O -2.97 1.68 -1.57  -0.209
13 O 0.33 1.86 1.70  -0.511
14 H 1.94 -2.38 -0.88  0.390
15 H -1.62 -1.83 -2.72  0.320
16 H -0.05 -2.57 -3.00  0.366
17 H -1.03 -3.21 -1.84  0.326
18 H 3.07 0.39 0.88  0.261
19 H 1.67 0.12 2.13  0.361
20 H 2.71 -1.14 1.75  0.431
21 H -2.70 2.99 1.68  0.360
22 H -1.06 3.54 1.53  0.338
23 H -2.21 4.03 0.26  0.409

As for the SMILES: Cc1cc(C)n(C(=O)[N+](C)=C=O)n1. The lowest unoccupied orbital energy is -0.1594 hartree. The total charge is +1.

---

<R>
DFT (wB97M-V/def2-TZVPD) results for a gas-phase ion, C8H10N3O2 (charge +1).

Each line ends with the Mulliken charge.
Geometry (Å):
1 C -2.11 0.52 0.20  -1.136
2 C -0.97 1.38 0.02  0.950
3 C -1.66 -0.78 0.23  0.631
4 C 1.60 0.83 0.09  0.415
5 C 0.62 -1.73 0.24  0.784
6 C -0.87 2.85 -0.26  -1.138
7 C -2.48 -1.99 0.01  -1.309
8 C 3.54 -0.82 -0.04  -0.824
9 N 0.08 0.60 0.12  0.039
10 N -0.28 -0.74 0.12  0.102
11 N 2.14 -0.41 0.17  -0.238
12 O 2.06 1.91 0.10  -0.508
13 O 0.78 -2.88 0.29  -0.294
14 H -3.06 0.96 0.25  0.504
15 H 0.11 3.38 -0.29  0.296
16 H -1.50 3.05 -1.07  0.370
17 H -1.43 3.45 0.54  0.362
18 H -2.02 -2.95 0.19  0.367
19 H -3.44 -1.99 0.54  0.372
20 H -2.74 -1.94 -1.10  0.315
21 H 3.54 -1.91 -0.37  0.292
22 H 4.00 -0.10 -0.81  0.331
23 H 4.10 -0.67 0.83  0.317

As for the SMILES: C/N=C(\[O-])[N+]1=C(C)C=C(C)[N+]1=C=O. The lowest unoccupied orbital energy is -0.1859 hartree. The total charge is +1.

---

<Q> ends up most stable, edging out the next structure by 11.9 kcal/mol.

---

<P>
DFT (wB97M-V/def2-TZVPD) results for 2 unconnected molecules or ions with the total composition C2H6S2.

Each line ends with the Mulliken charge.
Geometry (Å):
1 C -1.45 -0.75 -1.39  -0.492
2 C -0.49 -1.00 -0.52  -0.447
3 S 4.30 0.10 -0.02  -0.225
4 S 2.31 0.19 0.57  -0.142
5 H 1.99 0.51 -0.62  0.210
6 H -1.76 -1.37 -2.17  0.243
7 H -2.14 0.21 -1.46  0.170
8 H 0.04 -1.84 -0.87  0.271
9 H -0.22 -0.35 0.32  0.262
10 H 4.64 -1.17 -0.18  0.150

As for the SMILES: C=C.SS. The lowest unoccupied orbital energy is 0.0120 hartree. The total charge is 0.

---

<Q>
DFT (wB97M-V/def2-TZVPD) results for C2H6S2 in the gas phase.

Each line ends with the Mulliken charge.
Geometry (Å):
1 C -1.33 1.19 -1.17  -0.746
2 S -1.21 -0.16 0.05  -0.078
3 S 0.65 -0.95 -0.46  -0.076
4 C 1.35 -1.09 1.22  -0.791
5 H -1.45 2.12 -0.64  0.267
6 H -0.38 1.23 -1.70  0.275
7 H -2.14 1.04 -1.88  0.280
8 H 1.32 -2.14 1.48  0.279
9 H 2.37 -0.77 1.16  0.289
10 H 0.82 -0.47 1.93  0.301

As for the SMILES: CSSC. The lowest unoccupied orbital energy is 0.0239 hartree. The total charge is 0.

---

<Q> ends up most stable, edging out the next structure by 36.7 kcal/mol.

---

<P>
DFT (wB97M-V/def2-TZVPD) results for C4H3N3O in the gas phase.

Each line ends with the Mulliken charge.
Geometry (Å):
1 C -1.64 -0.32 -0.52  0.111
2 C 0.68 0.09 0.45  0.423
3 C 1.55 -0.96 -0.21  0.045
4 C 0.95 1.41 -0.10  0.117
5 H -1.21 -0.45 -1.56  0.326
6 H -1.26 0.10 1.32  0.288
7 H 1.07 0.09 1.53  0.204
8 N -0.72 -0.35 0.50  -0.252
9 N 2.22 -1.91 -0.52  -0.392
10 N 1.21 2.46 -0.53  -0.342
11 O -2.87 -0.18 -0.36  -0.528

As for the SMILES: N#CC(C#N)NC=O. The lowest unoccupied orbital energy is -0.0023 hartree. The total charge is 0.

---

<Q>
DFT (wB97M-V/def2-TZVPD) results for C4H3N3O in the gas phase.

Each line ends with the Mulliken charge.
Geometry (Å):
1 C -2.22 1.43 -0.29  0.365
2 C 0.76 -1.17 -0.18  -0.463
3 C 1.77 -0.92 0.69  -0.110
4 C 0.03 0.04 -0.03  0.374
5 N -2.97 2.12 0.25  -0.407
6 N 0.46 0.78 0.90  -0.291
7 N -1.48 0.52 -0.95  -0.377
8 O 1.59 0.17 1.39  -0.110
9 H 0.91 -1.99 -0.84  0.335
10 H 2.41 -1.70 1.04  0.388
11 H -1.27 0.72 -1.98  0.297

As for the SMILES: N#CNc1ccon1. The lowest unoccupied orbital energy is 0.0115 hartree. The total charge is 0.

---

<P> ends up most stable, edging out the next structure by 56.0 kcal/mol.

---

<P>
DFT (wB97M-V/def2-TZVPD) results for C4H3N3O in the gas phase.

Each line ends with the Mulliken charge.
Geometry (Å):
1 C -0.12 0.39 -0.03  0.421
2 C 1.19 -0.04 -0.02  -0.718
3 C -0.98 -0.82 0.00  0.673
4 C -0.82 1.64 -0.01  0.043
5 N -0.12 -1.84 0.01  -0.845
6 N -2.01 1.89 0.02  -0.358
7 N 1.14 -1.37 0.00  0.325
8 O -2.20 -0.77 0.01  -0.575
9 H 2.11 0.51 -0.02  0.449
10 H -0.08 2.44 0.00  0.377
11 H 1.89 -2.04 0.04  0.209

The lowest unoccupied orbital energy (spin up / spin down) is -0.1063 / -0.1065 hartree. The total charge is 0.

---

<Q>
DFT (wB97M-V/def2-TZVPD) results for C4H3N3O in the gas phase.

Each line ends with the Mulliken charge.
Geometry (Å):
1 C -1.18 -1.24 0.68  -0.202
2 C 0.12 -1.14 0.94  -0.208
3 C 0.16 1.49 -1.11  -0.766
4 C -0.43 0.61 -0.25  0.643
5 H -1.90 -1.87 1.17  0.411
6 H 1.12 -1.75 1.26  0.308
7 H -0.28 1.98 -1.92  0.432
8 N 0.58 0.08 0.32  0.575
9 N 1.84 0.56 0.01  -0.612
10 N 1.57 1.50 -0.95  -0.251
11 O -1.59 -0.24 -0.15  -0.330

As for the SMILES: c1cn2nncc2o1. The lowest unoccupied orbital energy is 0.0259 hartree. The total charge is 0.

---

<Q> ends up most stable, edging out the next structure by 28.6 kcal/mol.

---

<P>
DFT (wB97M-V/def2-TZVPD) results for C4H3N3O in the gas phase.

Each line ends with the Mulliken charge.
Geometry (Å):
1 C 0.62 0.09 0.28  0.551
2 C -0.48 -0.55 1.03  -0.467
3 C -1.59 -0.93 0.01  0.284
4 C 1.85 -0.48 -0.02  0.164
5 H -0.92 2.65 -0.28  0.418
6 H -1.02 0.11 1.73  0.260
7 H -0.23 -1.39 1.71  0.372
8 N 0.34 1.27 -0.23  -0.403
9 N -2.37 -1.11 -0.85  -0.421
10 N 2.99 -0.63 -0.45  -0.442
11 O -0.87 1.64 -0.03  -0.315

As for the SMILES: N#CC/C(C#N)=N\O. The lowest unoccupied orbital energy is -0.0153 hartree. The total charge is 0.

---

<Q>
DFT (wB97M-V/def2-TZVPD) results for C4H3N3O in the gas phase.

Each line ends with the Mulliken charge.
Geometry (Å):
1 C 1.31 -0.05 -0.03  0.670
2 C 0.51 1.27 0.39  -0.352
3 C -0.80 0.99 0.02  0.048
4 C -0.80 -1.24 -0.48  -0.272
5 H 0.96 2.00 1.26  0.283
6 H -1.39 1.87 -0.17  0.377
7 H -1.27 -1.91 -0.99  0.553
8 N -1.32 -0.01 -0.68  -0.424
9 N -0.15 -1.72 0.68  -0.189
10 N 0.76 -0.79 0.99  -0.142
11 O 2.17 -0.40 -0.98  -0.553

As for the SMILES: O=c1ccncnn1. The lowest unoccupied orbital energy is -0.0490 hartree. The total charge is 0.

---

<P> ends up most stable, edging out the next structure by 47.9 kcal/mol.

---

<P>
DFT (wB97M-V/def2-TZVPD) results for C3H9N3 in the gas phase.

Each line ends with the Mulliken charge.
Geometry (Å):
1 C -2.27 1.43 1.23  -0.788
2 C -0.40 0.44 -0.03  -0.127
3 C 2.32 -1.43 -1.09  -0.662
4 H -2.40 1.95 2.15  0.313
5 H -2.81 0.50 1.28  0.324
6 H -2.73 2.02 0.38  0.248
7 H -0.41 0.86 1.95  0.241
8 H -0.69 0.95 -0.98  0.201
9 H 0.65 -0.36 -1.84  0.270
10 H 2.56 -1.99 -2.03  0.306
11 H 2.94 -0.55 -0.84  0.277
12 H 2.38 -2.23 -0.30  0.247
13 N -0.86 1.16 1.11  -0.230
14 N 0.39 -0.59 0.03  -0.351
15 N 0.83 -1.11 -1.19  -0.269

As for the SMILES: CN/C=N/NC. The lowest unoccupied orbital energy is 0.0428 hartree. The total charge is 0.

---

<Q>
DFT (wB97M-V/def2-TZVPD) results for 2 unconnected molecules or ions with the total composition C3H9N3.

Each line ends with the Mulliken charge.
Geometry (Å):
1 C 2.05 0.73 -2.86  -0.798
2 C 0.40 -0.09 -1.51  -0.329
3 N 0.66 0.36 -2.69  -0.368
4 H 2.67 -0.03 -2.42  0.307
5 H 2.32 1.63 -2.25  0.298
6 H 2.49 0.94 -3.85  0.282
7 H 0.86 0.37 -0.65  0.284
8 H -0.32 -0.89 -1.43  0.315
9 N -1.32 0.09 3.16  -0.422
10 C -1.53 -0.42 1.90  0.420
11 N -2.02 -1.62 1.83  -0.649
12 H -0.84 0.96 3.34  0.194
13 H -1.60 -0.46 3.96  0.206
14 H -0.92 0.08 1.14  0.022
15 H -2.91 -1.64 2.33  0.238

As for the SMILES: [H]/N=C\N.C=NC. The lowest unoccupied orbital energy is 0.0299 hartree. The total charge is 0.

---

<P> ends up most stable, edging out the next structure by 26.2 kcal/mol.